ORCA calculation (wB97M-V/def2-TZVPD) on 2 unconnected molecules or ions with the total composition C6H14O in a non-equilibrium geometry.

Atoms and positions in Å:
C: 1.96335 -0.75154 -0.72109
C: 0.56596 -0.65286 -0.06102
C: -0.34985 0.41954 -0.55070
C: -0.85668 1.30953 0.44958
C: -1.58675 2.59468 0.29571
C: -0.69275 0.70449 -1.96988
H: 2.14942 -1.74196 -1.12781
H: 2.70143 -0.67068 0.07089
H: 2.02837 0.08848 -1.40076
H: -0.08881 -1.54463 -0.09699
H: 0.59818 -0.52898 1.02526
H: -0.16973 1.41341 1.28511
H: -2.18784 2.72166 -0.60031
H: -2.32295 2.63755 1.11192
H: -0.86248 3.41304 0.32616
H: 0.31997 0.79402 -2.39991
H: -1.13523 1.68066 -2.14395
H: -1.22248 -0.02529 -2.57679
H: 0.80184 -3.32371 3.17295
H: -0.12823 -4.34803 2.59014
O: 0.47526 -4.18937 3.32149

The calculation puts the largest force on an atom at 2.7 eV/A. Its spin multiplicity is 2. As for the expectation value of S²: 0.753. As for the frontier orbital gap (spin up / spin down): 9.2843 / 5.9956 eV. The value obtained for the calculated total energy is -8486.6472 eV. The energy relative to the best compared isomer or geometry (same formula, charge and spin) comes out at 20.9 kcal/mol. The lowest unoccupied orbital energy (spin up / spin down) is -4.720 / -8.009 eV. Its charge is +1.

ORCA calculation (wB97M-V/def2-TZVPD) on a molecular structure, C31H26FN6O3Zr in a non-equilibrium geometry.

Atoms and positions in Å:
Zr: -0.43470 0.14780 0.68145
O: -0.03577 -1.18807 -0.86614
C: -0.24215 -1.48042 -2.11300
C: 0.69409 -2.26766 -2.81119
C: 0.51959 -2.56175 -4.14588
C: -0.60079 -2.09750 -4.85168
C: -1.53646 -1.35149 -4.16495
C: -1.37946 -1.03749 -2.80894
C: -2.45565 -0.31726 -2.13056
N: -2.47465 0.06114 -0.91771
C: -3.74145 0.66554 -0.46284
C: -3.59120 1.19490 0.95561
N: -2.28204 1.80772 0.98426
C: -2.13770 3.04170 1.23714
C: -0.88690 3.75906 1.01241
C: -0.72417 5.04650 1.51893
C: 0.39708 5.79667 1.22682
C: 1.34945 5.24786 0.36384
C: 1.19159 3.98173 -0.16671
C: 0.09195 3.18446 0.18194
O: -0.03588 1.95981 -0.29778
H: 1.56189 -2.60470 -2.25871
H: 1.26575 -3.15961 -4.65852
H: -0.73349 -2.33024 -5.90012
H: -2.42881 -0.99747 -4.67370
H: -3.34103 -0.13711 -2.75071
H: -4.54638 -0.06994 -0.50480
H: -4.00091 1.49108 -1.12944
H: -3.60659 0.37442 1.66568
H: -4.39309 1.90081 1.18375
H: -2.99874 3.63245 1.55793
H: -1.50133 5.44898 2.16283
H: 0.52928 6.78514 1.64600
H: 2.22543 5.82649 0.09215
H: 1.91451 3.57764 -0.86326
C: 4.29150 1.41411 0.93301
C: 3.03855 0.96402 0.23595
N: 2.10439 0.31509 0.82938
N: 2.36169 -0.03256 2.14346
C: 1.50515 -0.93877 2.54172
O: 0.62452 -1.49718 1.79320
C: 1.58844 -1.32197 3.98442
C: 0.76780 -2.33914 4.45434
C: 0.81199 -2.71210 5.79301
C: 1.67210 -2.06029 6.66667
C: 2.48410 -1.03209 6.19883
C: 2.44108 -0.66257 4.86301
C: 2.91443 1.27011 -1.22873
C: 3.83624 2.11634 -1.84454
C: 3.69253 2.41467 -3.19005
C: 2.63934 1.86098 -3.89383
C: 1.79165 1.00055 -3.20836
N: 1.92996 0.70385 -1.92309
H: 4.22115 1.19705 1.99061
H: 5.17596 0.91338 0.52413
H: 4.42427 2.49115 0.79682
H: 0.09266 -2.81501 3.75505
H: 0.16828 -3.50453 6.15575
H: 1.70258 -2.34328 7.71310
H: 3.14300 -0.50830 6.88218
H: 3.04750 0.15004 4.48578
H: 4.64535 2.55050 -1.27867
H: 4.39566 3.07900 -3.67688
H: 2.47966 2.06981 -4.94406
H: 0.96239 0.51871 -3.72145
N: -0.16804 1.89259 3.67316
C: -0.20164 1.25878 2.70820
F: -1.86310 -0.88486 1.53929

The calculation puts the largest force on an atom at 1.6 eV/A. Its spin multiplicity is 1. As for the frontier orbital gap: 7.8171 eV. The value obtained for the calculated total energy is -51657.4156 eV. The energy relative to the best compared isomer or geometry (same formula, charge and spin) comes out at 8.7 kcal/mol. The lowest unoccupied orbital energy is 2.721 eV. Its charge is -1.

ORCA calculation (wB97M-V/def2-TZVPD) on 2 unconnected molecules or ions with the total composition C5H9N3S in a non-equilibrium geometry.

Atoms and positions in Å:
C: 3.30637 -0.63956 2.01327
C: 3.04829 0.76397 0.52482
C: -3.27028 0.95700 -0.63671
C: -3.58745 0.02373 -1.48979
C: -0.14804 -0.65282 -0.52216
N: 4.01924 0.21632 1.24354
N: 2.01805 -0.64425 1.74911
N: 1.84949 0.29170 0.87001
S: 0.29060 0.84929 0.37160
H: 3.67931 -1.50543 2.59269
H: 3.14154 1.53182 -0.11616
H: -2.56266 1.71552 -0.89067
H: -3.58347 0.80138 0.38620
H: -4.22254 -0.81109 -1.21647
H: -3.31705 -0.02036 -2.61762
H: 0.10049 -1.52274 0.03647
H: -1.19185 -0.52899 -0.92655
H: 0.42994 -0.82551 -1.37158

The calculation puts the largest force on an atom at 3.4 eV/A. Its spin multiplicity is 1. As for the SMILES: CSn1cncn1.C=C. As for the frontier orbital gap: 10.4735 eV. The value obtained for the calculated total energy is -20633.9583 eV. The energy relative to the best compared isomer or geometry (same formula, charge and spin) comes out at 42.3 kcal/mol. The lowest unoccupied orbital energy is 0.861 eV. Its charge is 0.

ORCA calculation (wB97M-V/def2-TZVPD) on a molecular structure, C27H68N5O13V in a non-equilibrium geometry.

Atoms and positions in Å:
O: -7.47117 -28.41806 -1.73077
V: -7.48979 -28.86667 -0.18488
O: -6.98195 -27.57756 0.63143
O: -8.37157 -33.14886 -0.94127
C: -8.57706 -31.86259 -0.71860
O: -9.72708 -31.44631 -0.77727
O: -7.65228 -31.05592 -0.51866
H: -9.31550 -33.21733 -1.10220
C: -12.86532 -20.10400 3.07412
O: -12.57136 -21.24526 2.32792
C: -12.11871 -20.89465 1.02423
C: -11.54592 -22.19006 0.39384
N: -10.36380 -22.61152 1.22641
C: -9.83964 -23.90725 0.65257
C: -8.87356 -24.37101 1.66954
O: -9.56325 -24.79761 2.81564
C: -8.85947 -25.23984 3.93913
H: -13.67541 -19.49931 2.66643
H: -11.95097 -19.56364 3.31924
H: -13.40999 -20.48845 3.93646
H: -11.32967 -20.14339 1.05780
H: -12.95894 -20.51738 0.44132
H: -11.21604 -22.01379 -0.62998
H: -12.34959 -22.92598 0.36874
H: -10.68927 -22.71653 2.17674
H: -9.48207 -23.83481 -0.37456
H: -10.65010 -24.63304 0.58564
H: -8.00461 -23.73241 1.82834
H: -8.43638 -25.25493 1.20514
H: -9.00584 -26.31673 4.02266
H: -9.34794 -24.87821 4.84396
H: -7.80178 -24.98714 4.01356
C: -3.99592 -25.46798 -3.58030
O: -5.05888 -24.71232 -2.99471
C: -5.64296 -25.40178 -1.91174
C: -6.64539 -24.53543 -1.19204
N: -5.94974 -23.33051 -0.62791
C: -6.76791 -22.17822 -0.42591
C: -5.77796 -20.94578 -0.39021
O: -5.28367 -20.80801 -1.68273
C: -4.68265 -19.61683 -1.99386
H: -3.17477 -25.56167 -2.86963
H: -3.77328 -24.91777 -4.49452
H: -4.22651 -26.51468 -3.77868
H: -4.89208 -25.72311 -1.18991
H: -6.07805 -26.32201 -2.30158
H: -7.17116 -25.04384 -0.38383
H: -7.32019 -24.15889 -1.96077
H: -5.27487 -22.95316 -1.27772
H: -7.25742 -22.12248 0.54639
H: -7.56017 -22.07807 -1.16779
H: -4.90745 -21.07129 0.25364
H: -6.34790 -20.04691 -0.15504
H: -4.53223 -19.56151 -3.07201
H: -3.69275 -19.60235 -1.53780
H: -5.26309 -18.75524 -1.66395
C: -4.95815 -33.13499 0.60964
O: -4.42576 -32.08303 -0.18657
C: -3.89132 -32.46605 -1.42361
C: -4.91935 -32.76334 -2.53449
N: -5.72779 -31.65695 -2.80880
C: -6.77670 -32.02576 -3.73946
C: -7.26893 -30.77411 -4.54157
O: -8.17296 -31.13712 -5.60279
C: -9.54199 -31.19209 -5.24559
H: -4.19505 -33.87221 0.85920
H: -5.76427 -33.67255 0.11035
H: -5.36993 -32.72610 1.53233
H: -3.26192 -33.34923 -1.31433
H: -3.28135 -31.62048 -1.74147
H: -5.48479 -33.68446 -2.39339
H: -4.37320 -32.98874 -3.45047
H: -6.15290 -31.48883 -1.90818
H: -7.56527 -32.60492 -3.25901
H: -6.41729 -32.68594 -4.52881
H: -6.42627 -30.33387 -5.07467
H: -7.73995 -29.99172 -3.94650
H: -9.69549 -31.80861 -4.35990
H: -10.11547 -31.64858 -6.05233
H: -9.81413 -30.15785 -5.03490
C: -11.26221 -27.71712 1.74005
C: -9.87932 -28.24200 1.55609
C: -9.36375 -29.44933 2.47335
O: -7.96890 -29.64288 2.21801
C: -7.47631 -30.88407 2.76790
N: -9.80384 -28.56247 0.13689
H: -11.40929 -26.81241 1.15016
H: -11.44268 -27.46248 2.78441
H: -12.01743 -28.45985 1.48293
H: -9.26150 -27.36445 1.74662
H: -9.92952 -30.34902 2.23134
H: -9.45577 -29.20066 3.53061
H: -8.00334 -31.76164 2.39347
H: -7.53895 -30.86301 3.85590
H: -6.44828 -31.03532 2.43869
H: -10.53777 -27.96549 -0.21673
H: -10.23224 -29.47639 0.10057
C: -4.20790 -29.19124 1.81431
C: -4.14060 -28.64171 0.32332
C: -2.79903 -28.67639 -0.45076
O: -3.03316 -28.16009 -1.77349
C: -2.07436 -28.49159 -2.74818
N: -5.10670 -29.45433 -0.43407
H: -3.45075 -28.84146 2.51608
H: -4.15236 -30.27890 1.76942
H: -5.16317 -28.87560 2.23373
H: -4.35505 -27.57303 0.33016
H: -2.40541 -29.68673 -0.56206
H: -2.11196 -28.10941 0.17738
H: -2.19115 -29.56278 -2.91253
H: -1.04394 -28.29947 -2.44914
H: -2.35239 -28.00946 -3.68538
H: -4.84021 -30.42762 -0.39189
H: -4.95106 -29.23546 -1.40771

The calculation puts the largest force on an atom at 4.1 eV/A. Its spin multiplicity is 2. As for the expectation value of S²: 0.754. As for the frontier orbital gap (spin up / spin down): 8.0781 / 3.0809 eV. The value obtained for the calculated total energy is -88845.4734 eV. The lowest unoccupied orbital energy (spin up / spin down) is -2.278 / -7.276 eV. Its charge is +1.